This record from the Open Molecules 2025 dataset describes a molecular structure, C22H24FHgO3P2Se2Te. The level of theory is wB97M-V/def2-TZVPD.

Geometry as XYZ:
```
56
Properties=species:S:1:pos:R:3:mulliken_spin:R:1
Hg -0.37474 0.37769 -1.58765 -0.001
Se 2.37780 1.68303 2.10627 0.502
P 2.14409 1.59571 -0.13018 -0.001
Se 0.62239 0.53312 -3.87780 0.003
C 2.10733 3.38313 -0.57477 -0.027
C 2.95781 4.31900 0.01300 0.029
C 2.90305 5.65055 -0.35522 0.001
C 1.99771 6.06561 -1.32629 0.003
C 1.16129 5.14048 -1.92459 0.001
C 1.21252 3.80288 -1.55222 0.007
C 3.82200 1.20351 -0.76585 0.007
C 4.79064 0.55692 -0.00489 0.002
C 6.01037 0.21377 -0.56743 0.001
C 6.27190 0.49805 -1.89963 -0.001
C 5.29795 1.11724 -2.67158 0.000
C 4.08041 1.46608 -2.11227 -0.001
H 3.65948 3.98755 0.76967 0.014
H 3.56749 6.36716 0.11371 0.000
H 1.95301 7.10921 -1.61614 0.000
H 0.46504 5.44778 -2.69559 0.000
H 0.58853 3.07548 -2.05855 0.000
H 4.57547 0.32592 1.03130 0.000
H 6.75527 -0.28949 0.03871 0.000
H 7.22413 0.22398 -2.34025 0.000
H 5.47720 1.31977 -3.72092 0.000
H 3.30621 1.90369 -2.73382 0.000
F -4.99148 1.48409 2.52428 0.000
C -3.96107 1.23402 1.65231 0.000
C -3.06514 0.23087 1.95200 0.002
C -2.02671 -0.01511 1.06150 0.000
C -1.87351 0.72232 -0.11582 0.003
C -2.81389 1.72908 -0.36535 0.000
C -3.86277 1.99572 0.51113 0.000
H -3.17911 -0.33812 2.86627 0.000
H -1.31470 -0.79880 1.28829 -0.002
H -2.73774 2.32144 -1.27054 0.000
H -4.58940 2.77562 0.31784 0.000
C 1.53831 -5.57393 2.17038 -0.003
C 0.84245 -4.74199 1.11391 0.019
O 1.78687 -3.85482 0.52221 -0.011
P 1.38515 -2.28252 0.44539 0.005
O 0.05445 -2.13291 -0.18115 0.002
Te 1.67680 -1.35578 2.65377 0.438
O 2.59001 -1.70450 -0.40555 0.009
C 2.64993 -1.96697 -1.83333 0.002
C 3.86086 -2.81762 -2.12126 0.000
H 0.84531 -6.29628 2.60792 -0.001
H 1.91672 -4.92570 2.96057 0.004
H 2.37889 -6.11657 1.73710 0.000
H 0.01389 -4.17418 1.54698 -0.006
H 0.42736 -5.36607 0.31659 0.001
H 2.68929 -0.99480 -2.32493 -0.001
H 1.71538 -2.43308 -2.15335 0.000
H 4.76429 -2.31527 -1.77410 0.000
H 3.94625 -2.97427 -3.19840 0.000
H 3.78215 -3.78738 -1.62677 0.000
```

Multiplicity: 2
Highest occupied orbital energy (alpha / beta) in eV: -0.75 / -0.75
Total charge: -2
E in eV: -192806.069
Orbital gap (alpha / beta) in eV: 4.92 / 4.70
Relative energy (zero: lowest compared OMol25 entry of this formula, charge and spin) in kJ/mol: 0.0

=====

This record from the Open Molecules 2025 dataset describes 8 unconnected molecules or ions with the total composition C52H49NO33P. The level of theory is wB97M-V/def2-TZVPD.

Geometry as XYZ:
```
136
Properties=species:S:1:pos:R:3:lowdin_charge:R:1
C -3.88348 -2.96227 4.87056 -0.091
C -2.50000 -3.44865 4.21376 -0.309
O -2.30273 -4.88341 4.33402 -0.276
P -0.72128 -5.32313 3.79340 0.716
O -0.08930 -4.20120 2.94071 -0.332
C -0.96374 -6.93449 2.81336 -0.223
C 0.40540 -7.60756 2.31011 -0.225
C 0.55161 -7.35703 0.72320 -0.356
N 0.90580 -5.97425 0.34138 -0.163
C 2.27007 -5.60344 0.77098 -0.340
C 3.44055 -6.56853 0.23792 -0.118
C 3.62619 -6.57540 -1.34204 -0.396
O 3.96100 -7.66442 -1.90084 -0.005
O 3.48472 -5.44293 -2.18632 0.020
O 0.16052 -5.69690 5.20372 -0.275
C 1.57326 -5.37671 5.07251 -0.293
C 2.51652 -6.41495 5.89891 -0.089
H -3.73506 -1.89906 5.29445 0.054
H -4.72204 -2.90010 4.08812 0.077
H -4.26073 -3.61734 5.72455 0.077
H -2.49839 -3.13823 3.10397 0.117
H -1.62860 -2.93531 4.76036 0.114
H -1.57756 -6.62469 1.88306 0.100
H -1.61612 -7.60866 3.47183 0.087
H 0.27713 -8.75181 2.45404 0.100
H 1.33058 -7.32649 2.92313 0.084
H 1.22977 -8.16844 0.23884 0.088
H -0.49998 -7.55389 0.27301 0.096
H 2.40725 -5.47458 1.90559 0.069
H 2.47891 -4.55960 0.30867 0.096
H 4.43207 -6.18457 0.70201 0.118
H 3.27622 -7.60749 0.67596 0.101
H 2.67919 -4.96956 -1.85643 0.071
H 1.85550 -5.50311 3.97476 0.064
H 1.80874 -4.27797 5.34136 0.129
H 3.47154 -6.52711 5.25753 0.079
H 2.78168 -5.98243 6.92325 0.066
H 2.05389 -7.45744 5.95695 0.077
C -0.78935 -4.05622 -1.71030 0.095
C -2.11760 -3.94126 -1.77818 -0.219
C -2.76391 -2.77083 -2.43532 -0.320
O -3.98233 -2.70715 -2.49604 0.088
C -1.89513 -1.72516 -2.98649 0.067
C -0.56686 -1.83701 -2.91645 -0.208
C 0.07866 -3.02504 -2.28108 -0.265
O 1.29877 -3.10863 -2.24742 0.084
O 0.24882 -0.87000 -3.42374 0.075
O -2.93884 -4.89228 -1.24869 0.088
H -0.30467 -4.90480 -1.23565 0.094
H -2.37699 -0.87226 -3.44531 0.131
H 1.16235 -1.17803 -3.25561 0.057
H -3.84608 -4.57944 -1.42762 0.107
C -2.21586 0.12082 1.84150 0.096
C -2.56283 1.09884 1.00173 -0.217
C -3.37853 2.26120 1.45691 -0.301
O -3.66180 3.14701 0.66676 0.093
C -3.81652 2.28885 2.85538 0.084
C -3.47232 1.30868 3.69538 -0.192
C -2.63384 0.16039 3.24659 -0.279
O -2.32338 -0.70742 4.04315 0.087
O -3.87385 1.31992 4.99345 0.043
O -2.18439 1.07484 -0.30617 0.096
H -1.62232 -0.72746 1.52456 0.145
H -4.42257 3.12910 3.16775 0.128
H -3.49552 0.50860 5.38857 0.126
H -2.55621 1.88815 -0.69917 0.114
C 3.23903 -0.01311 1.15867 0.081
C 2.91805 -0.39716 -0.08044 -0.206
C 3.07339 0.52159 -1.24295 -0.284
O 2.78780 0.12824 -2.36068 0.104
C 3.56589 1.87917 -0.98681 0.079
C 3.88305 2.26360 0.25108 -0.223
C 3.75349 1.33515 1.41116 -0.318
O 4.07096 1.71753 2.52611 0.098
O 4.33923 3.52161 0.50601 0.086
O 2.43817 -1.64044 -0.33360 0.105
H 3.13299 -0.67129 2.01086 0.141
H 3.65742 2.54201 -1.83694 0.134
H 4.49739 3.54889 1.47000 0.113
H 2.28480 -1.67028 -1.29976 0.076
C 5.48247 -0.96332 -7.25873 0.074
C 4.66398 -1.54168 -6.37594 -0.215
C 3.63090 -0.75423 -5.64381 -0.293
O 2.88938 -1.31598 -4.86061 0.121
C 3.55547 0.68823 -5.90030 0.090
C 4.37594 1.26542 -6.77978 -0.214
C 5.39026 0.47384 -7.53206 -0.314
O 6.11134 1.03336 -8.34205 0.104
O 4.31960 2.60569 -7.02705 0.067
O 4.73964 -2.87317 -6.11013 0.107
H 6.23477 -1.52290 -7.79836 0.135
H 2.81352 1.25082 -5.34933 0.139
H 5.01016 2.77626 -7.69942 0.088
H 4.04571 -3.04650 -5.44271 0.123
C -9.41649 2.62391 5.88579 0.074
C -9.99481 1.64895 5.18136 -0.223
C -9.18899 0.57392 4.53426 -0.313
O -9.75369 -0.31089 3.91445 0.112
C -7.73017 0.63171 4.67004 0.086
C -7.15045 1.60892 5.37192 -0.191
C -7.95891 2.66821 6.04164 -0.310
O -7.39743 3.53530 6.68975 0.110
O -5.79263 1.67588 5.50379 0.049
O -11.34630 1.59535 5.02539 0.091
H -9.99001 3.40822 6.36178 0.135
H -7.15623 -0.14432 4.18096 0.138
H -5.62546 2.46632 6.05410 0.130
H -11.51302 0.80130 4.48053 0.116
C -3.59569 9.11933 2.03465 0.074
C -2.60890 8.84748 1.17825 -0.223
C -2.47519 7.50270 0.54816 -0.309
O -1.57213 7.29643 -0.24400 0.115
C -3.44831 6.46987 0.91840 0.083
C -4.43339 6.74096 1.77788 -0.216
C -4.58281 8.09329 2.38639 -0.314
O -5.50561 8.31047 3.15362 0.107
O -5.34362 5.79199 2.13419 0.088
O -1.68348 9.78852 0.84376 0.091
H -3.70518 10.09132 2.49693 0.135
H -3.32989 5.49320 0.46807 0.116
H -5.94818 6.23538 2.76101 0.115
H -1.08211 9.34759 0.21203 0.116
C 7.22833 7.07128 -6.09827 0.077
C 6.42698 6.09234 -6.52550 -0.214
C 6.11519 5.92086 -7.97393 -0.298
O 5.39510 5.00489 -8.32965 0.115
C 6.69383 6.87949 -8.92063 0.080
C 7.49188 7.85971 -8.49239 -0.222
C 7.82583 8.01484 -7.04783 -0.314
O 8.57339 8.91168 -6.69577 0.108
O 8.03448 8.75874 -9.35888 0.093
O 5.86305 5.21057 -5.65488 0.104
H 7.46457 7.20580 -5.05117 0.138
H 6.44555 6.75458 -9.96603 0.137
H 8.56999 9.36092 -8.80602 0.116
H 5.33015 4.60141 -6.20542 0.094
```

Highest occupied orbital energy in eV: -2.74
Total charge: -1
E in eV: -133059.915
Orbital gap in eV: 2.01